Here is C27H33GeN2SSe2Te2W as an isolated structure from OMol25. Energies are from wB97M-V/def2-TZVPD.

Summary:
E_HOMO in eV: -9.873
Calculated total energy in eV: -245964.349
Max |F| in eV/A: 0.42
Multiplicity: 1
Net charge: +1

Each line ends with the Löwdin charge.
Geometry (Å):
W -0.00656 3.14738 -1.43345  0.07
Se 1.45536 2.89578 -3.18509  0.18
Te 2.04163 4.56386 -0.20376  0.33
Te -0.45649 5.17823 0.49251  0.38
Se -1.23458 5.33801 -1.86229  -0.03
S -2.51919 2.48152 -0.66861  0.69
C -2.70798 2.07878 -2.26386  -0.82
N -3.85837 1.65326 -2.85255  0.11
C -3.92692 1.35859 -4.17330  -0.02
C -2.81732 1.48834 -4.95015  0.00
C -1.64320 1.92874 -4.31192  -0.10
N -1.60162 2.19874 -3.03167  -0.14
H -4.68041 1.57565 -2.26819  0.17
H -4.88716 1.02980 -4.54354  0.14
H -2.83797 1.26469 -6.00410  0.12
H -0.70512 2.05682 -4.84659  0.09
C 0.24286 2.05941 0.26924  -0.51
C 0.36992 1.41757 1.33170  -0.13
C 0.50460 0.69889 2.46429  -0.08
C -0.70582 0.08964 3.03931  -0.18
C -1.92784 0.76074 2.95549  -0.02
C -3.08367 0.16634 3.42776  -0.06
C -3.03693 -1.11454 3.96434  -0.07
C -1.83036 -1.79703 4.03107  -0.07
C -0.66599 -1.19717 3.57972  -0.03
C 1.82267 0.53701 3.08308  -0.16
C 1.94722 0.12246 4.41465  -0.02
C 3.19784 0.01692 4.99793  -0.05
C 4.33602 0.31760 4.26254  -0.05
C 4.22355 0.74466 2.94386  -0.05
C 2.97810 0.86360 2.36095  -0.01
H -1.95865 1.75472 2.52534  0.11
H -4.02310 0.70052 3.37713  0.11
H -3.94187 -1.58149 4.32946  0.11
H -1.79592 -2.80055 4.43300  0.12
H 0.27020 -1.73903 3.61551  0.12
H 1.06386 -0.08905 5.00083  0.12
H 3.28415 -0.29374 6.03011  0.11
H 5.31229 0.22768 4.72019  0.11
H 5.10824 0.99166 2.37281  0.11
H 2.88965 1.21782 1.34135  0.09
C -2.59124 -2.92116 0.74396  -0.11
C -2.26452 -2.97267 -0.74413  -0.26
C -1.00443 -2.18802 -1.11150  -0.29
C -1.11910 -0.69741 -0.78697  -0.33
Ge 0.34400 0.33773 -1.59778  0.80
C 2.08555 -0.23111 -0.92875  -0.32
C 2.55621 -1.57409 -1.53399  -0.28
C 3.72303 -1.43685 -2.50768  -0.27
C 3.37023 -0.66868 -3.77375  -0.11
H -3.47321 -3.51848 0.97672  0.08
H -2.78397 -1.90050 1.08229  0.06
H -1.75964 -3.31327 1.33498  0.08
H -3.10718 -2.57800 -1.32246  0.10
H -2.13816 -4.01282 -1.05394  0.11
H -0.79462 -2.33054 -2.17689  0.10
H -0.15246 -2.61344 -0.57075  0.11
H -1.11468 -0.52995 0.29066  0.05
H -2.07431 -0.30931 -1.15420  0.04
H 0.25294 0.02751 -3.11161  -0.02
H 1.98760 -0.32261 0.15538  0.04
H 2.80888 0.56416 -1.12258  0.06
H 1.73716 -2.08798 -2.04846  0.08
H 2.85411 -2.23645 -0.71826  0.11
H 4.06989 -2.43676 -2.77964  0.11
H 4.55756 -0.94830 -1.99602  0.11
H 2.55485 -1.15963 -4.31069  0.07
H 4.22483 -0.60669 -4.44761  0.08
H 3.05560 0.35245 -3.55141  0.01

=====

Here is C27H33IN8OS3Y as an isolated structure from OMol25. Energies are from wB97M-V/def2-TZVPD.

Summary:
E_HOMO in eV: -10.256
Calculated total energy in eV: -84152.682
Max |F| in eV/A: 0.50
Multiplicity: 1
Net charge: +1

Each line ends with the Löwdin charge.
Geometry (Å):
Y -0.58211 1.04900 -0.12799  1.16
C -3.16123 0.46686 4.88913  -0.44
S -1.74160 -0.57983 4.53454  0.86
C -1.01897 0.16252 3.11776  -1.11
S -1.79504 1.49197 2.30238  0.53
N 0.14971 -0.35140 2.86547  -0.09
N 0.77233 0.25783 1.80337  -0.14
C 2.04352 0.30518 1.84977  -0.06
C 2.74763 1.15297 0.87679  -0.26
C 4.13380 1.20055 0.84768  0.00
C 4.75566 2.11008 0.00693  -0.03
C 3.97070 2.95658 -0.75624  -0.03
C 2.59202 2.83627 -0.66770  -0.13
N 1.98167 1.94821 0.11039  0.05
H -3.58705 0.05747 5.80448  0.04
H -3.90495 0.43163 4.09695  0.01
H -2.85643 1.49545 5.06126  0.03
H 2.59268 -0.16691 2.66139  0.14
H 4.70812 0.54229 1.48550  0.12
H 5.83501 2.16751 -0.03642  0.12
H 4.40732 3.70267 -1.40475  0.11
H 1.94751 3.49301 -1.24081  0.11
C -3.87684 -1.74946 1.56688  -0.07
N -4.02602 -1.24600 0.20497  -0.19
C -5.15115 -0.33114 0.02405  -0.03
C -3.02056 -1.30609 -0.67928  -0.69
S -1.41468 -1.62471 -0.12007  0.67
N -3.32957 -1.18906 -1.98346  -0.13
C -2.33410 -0.78400 -2.96728  -0.13
C -4.62956 -1.61416 -2.49885  -0.03
H -4.87116 -1.99311 1.94015  0.10
H -3.41863 -0.99512 2.20585  0.03
H -3.26026 -2.64174 1.57829  0.07
H -5.25329 0.25038 0.94073  0.10
H -6.08798 -0.85678 -0.16544  0.10
H -4.94371 0.35741 -0.79046  0.08
H -1.39324 0.90941 -3.79740  0.13
H -2.63300 -1.19172 -3.93368  0.13
H -1.37405 -1.21859 -2.69355  0.08
H -5.11941 -2.25656 -1.77196  0.10
H -4.45979 -2.19141 -3.40681  0.10
H -5.28886 -0.77995 -2.74103  0.09
I 2.29034 2.44075 -5.35900  0.92
C 1.98783 0.90346 -3.99551  -0.71
C 2.55843 -0.35022 -4.16542  -0.11
C 2.31048 -1.32099 -3.20976  -0.03
C 1.51408 -1.00698 -2.12030  -0.12
N 0.97375 0.20101 -1.95375  -0.02
C 1.20171 1.13292 -2.88216  -0.25
H 3.17873 -0.56382 -5.02538  0.11
H 2.72864 -2.31303 -3.30477  0.12
H 1.28841 -1.74286 -1.35872  0.09
H 0.72416 2.09461 -2.73230  0.08
C -3.45686 1.41986 -3.55991  -0.04
C -2.19135 0.74114 -3.05201  -0.49
O -1.81669 1.25734 -1.81893  -0.39
H -3.78093 1.01067 -4.51891  0.09
H -3.28327 2.48858 -3.69287  0.07
H -4.26450 1.30692 -2.83408  0.06
N -1.09304 5.47601 -1.22203  0.14
C -1.18786 4.13604 -1.33284  -0.14
N -0.62292 3.50436 -0.33072  0.01
C -0.13801 4.50546 0.51572  -0.24
C 0.51477 4.41129 1.74475  -0.03
C 0.88027 5.59025 2.35872  -0.07
C 0.60444 6.84005 1.77844  -0.07
C -0.05385 6.94726 0.57134  -0.01
C -0.41923 5.75283 -0.04129  -0.19
H -1.47522 6.14306 -1.86991  0.17
H -1.68647 3.63201 -2.14600  0.12
H 0.69990 3.44935 2.20277  0.09
H 1.38141 5.55760 3.31670  0.11
H 0.90630 7.73931 2.29792  0.11
H -0.27832 7.90973 0.13195  0.11

=====

Here is C27H33N7O2PRe as an isolated structure in a non-equilibrium geometry from OMol25. Energies are from wB97M-V/def2-TZVPD.

Summary:
E_HOMO (alpha / beta) in eV: -16.361 / -16.354
Calculated total energy in eV: -54452.008
Max |F| in eV/A: 4.99
Multiplicity: 4
Net charge: +3

Each line ends with the Löwdin charge.
Geometry (Å):
Re -0.03037 -0.04765 -0.17265  1.43
O -2.82804 -2.89137 0.84607  0.17
C -1.79934 -2.23278 0.64507  -0.39
N -1.74909 -0.96421 0.00402  -0.07
C -2.84967 -0.49824 -0.77395  -0.40
O -3.94127 -1.07797 -0.87504  0.17
C -2.54207 0.72483 -1.42493  -0.17
C -3.48462 1.38540 -2.22561  0.07
C -3.19325 2.62679 -2.77959  0.05
C -1.94383 3.20958 -2.47274  0.01
C -1.03022 2.54146 -1.68993  -0.08
N -1.27474 1.28760 -1.18054  -0.08
C -0.51124 -2.66520 1.06776  -0.15
C -0.29158 -3.89328 1.70849  0.07
C 0.96853 -4.21890 2.20926  0.05
C 2.00880 -3.26506 2.07193  0.02
C 1.77158 -2.07589 1.41054  -0.09
N 0.54035 -1.74974 0.88456  -0.07
H -4.42663 0.87233 -2.35798  0.15
H -3.91912 3.12697 -3.41149  0.14
H -1.62042 4.17507 -2.84247  0.13
H -0.06903 2.98589 -1.42490  0.13
H -1.16479 -4.52769 1.77488  0.14
H 1.13306 -5.16558 2.70620  0.14
H 3.00788 -3.45099 2.46011  0.14
H 2.54661 -1.32319 1.30906  0.11
C 2.07221 -0.44038 -4.90648  -0.16
N 3.16747 0.22109 -4.18837  -0.11
C 4.12817 -0.79039 -3.76276  -0.17
N 3.55596 -1.87658 -2.98967  -0.11
C 2.46443 -2.48032 -3.75449  -0.16
N 1.43036 -1.53296 -4.17453  -0.11
C 0.71018 -1.02108 -2.99891  -0.32
P 1.77954 -0.07287 -1.74628  0.90
C 2.66851 1.02213 -3.04554  -0.25
C 3.12716 -1.41582 -1.65710  -0.28
H 2.49632 -0.85657 -5.82837  0.15
H 1.31293 0.29542 -5.17937  0.14
H 4.93847 -0.30728 -3.20917  0.14
H 4.56011 -1.22457 -4.67827  0.15
H 1.99137 -3.27613 -3.16329  0.14
H 2.89339 -2.92080 -4.66090  0.15
H 0.17173 -1.84594 -2.51328  0.09
H -0.10211 -0.36204 -3.34214  0.09
H 3.51043 1.51960 -2.55784  0.10
H 1.96315 1.78804 -3.39137  0.09
H 2.76928 -2.26786 -1.06979  0.08
H 3.99365 -1.02161 -1.11065  0.11
C -3.74932 1.27535 4.44996  0.04
N -3.06866 1.83050 3.22411  -0.16
C -2.35310 3.12985 3.51548  0.04
C -2.18581 0.80187 2.47090  -0.07
C -0.70722 0.94273 2.73980  -0.23
C -0.25779 1.02741 4.07930  -0.04
C 1.07843 1.28794 4.37854  -0.01
C 1.98598 1.47438 3.32726  -0.03
C 1.56816 1.28649 2.00478  -0.11
C 0.22808 0.91897 1.66141  -0.23
H -4.31792 2.09357 4.89664  0.12
H -2.98131 0.89637 5.11699  0.10
H -4.40866 0.47936 4.12236  0.12
H -3.79324 2.06166 2.53908  0.18
H -1.58973 2.94079 4.26924  0.10
H -3.10407 3.82150 3.90091  0.12
H -1.94591 3.50082 2.58308  0.11
H -2.44803 1.00259 1.42752  0.11
H -2.59430 -0.18047 2.73065  0.14
H -0.94288 0.88086 4.90112  0.11
H 1.37718 1.34804 5.41759  0.13
H 3.01482 1.75688 3.51197  0.13
H 2.28511 1.40128 1.19377  0.09

=====

- The lowest calculated total energy belongs to which entry?
  C27H33GeN2SSe2Te2W

=====

- The lowest calculated total energy belongs to which entry?
  C27H33GeN2SSe2Te2W

=====

- Number 1 is which compound?
  C27H33GeN2SSe2Te2W